(1)
{
  "formula": "CH6N4OS",
  "method": "the ωB97M-V functional and the def2-TZVPD basis",
  "spin_multiplicity": 3,
  "homo_ev": [-5.60, -9.04],
  "homo_lumo_gap_ev": [6.337, 7.129],
  "species": ["C", "N", "N", "N", "N", "O", "S", "H", "H", "H", "H", "H", "H"],
  "xyz": [[1.5905, -1.3484, -0.3998], [-3.5814, 0.7983, 0.3949], [-3.0121, 1.5330, -0.3096], [0.8244, -0.3112, 0.4576], [-0.5390, -0.6690, 0.7102], [-2.9587, -0.8305, 0.2313], [-1.6552, -0.7408, -0.6109], [1.5473, -2.3128, 0.2845], [1.3031, -1.5730, -1.4105], [2.6518, -1.0876, -0.5320], [-4.3076, 0.6211, 1.0263], [0.8081, 0.6482, -0.0349], [-0.4595, -1.5572, 1.2654]],
  "nbo_charge": [-0.453, -0.333, -0.194, -0.455, -0.617, -0.709, 0.999, 0.193, 0.190, 0.215, 0.422, 0.362, 0.380]
}

***

(2)
{
  "formula": "C4H25N2O9",
  "method": "the ωB97M-V functional and the def2-TZVPD basis",
  "charge": 1,
  "de_lowest_kcal_mol": 0.0,
  "homo_ev": -12.68,
  "homo_lumo_gap_ev": 10.166,
  "species": ["O", "C", "O", "C", "C", "C", "N", "N", "H", "H", "H", "H", "H", "H", "H", "H", "H", "H", "H", "H", "H", "O", "H", "H", "O", "H", "H", "O", "H", "H", "O", "H", "H", "O", "H", "H", "O", "H", "H", "O"],
  "xyz": [[-0.7807, 1.1391, 1.8383], [-0.4293, 0.3108, 1.0134], [-0.5940, -1.0107, 1.2240], [0.2308, 0.6253, -0.3143], [-0.0065, -0.4947, -1.3485], [1.1037, -1.5115, -1.4408], [1.1373, -2.3924, -0.2008], [-0.3208, 1.8885, -0.8658], [-1.2370, -1.1892, 2.0167], [1.3439, 0.8116, -0.1864], [-0.1551, -0.0538, -2.3614], [-0.9820, -1.0282, -1.1757], [1.0274, -2.1568, -2.3421], [2.1360, -1.0228, -1.5590], [1.7365, -3.2263, -0.2879], [1.4821, -1.8442, 0.5985], [0.1128, -2.6874, 0.0686], [0.0819, 2.6934, -0.3119], [-1.3271, 1.8356, -0.9220], [0.7790, 1.8804, -2.7112], [1.3118, 2.2424, -4.0537], [1.1402, 1.4797, -3.5087], [-3.9847, -1.5043, 1.2528], [-3.1884, -0.5135, 0.3777], [-3.1382, -1.3363, 0.9380], [0.7591, 3.9997, 2.2764], [0.1169, 2.7013, 1.8635], [0.7911, 3.2877, 1.6408], [3.1183, -1.2676, 2.3860], [2.8306, -0.0634, 1.3959], [2.7913, -1.0496, 1.4898], [-3.8162, 1.6049, 0.1086], [-3.7976, 0.9702, -1.2409], [-3.3175, 0.9743, -0.4132], [-2.0200, -4.0439, -0.1575], [-2.0706, -2.6089, 0.3916], [-1.4946, -3.3128, 0.1844], [2.1248, 2.1902, 1.4414], [3.6369, 2.0671, 1.6067], [2.8679, 1.6163, 1.2887]],
  "nbo_charge": [-0.632, 0.811, -0.728, -0.199, -0.460, -0.220, -0.755, -0.864, 0.544, 0.262, 0.284, 0.222, 0.233, 0.234, 0.425, 0.469, 0.486, 0.407, 0.387, 0.486, 0.474, -0.969, 0.486, 0.510, -1.000, 0.496, 0.500, -0.975, 0.495, 0.516, -1.012, 0.501, 0.498, -0.951, 0.497, 0.507, -0.979, 0.508, 0.494, -0.986]
}

***

(3)
{
  "formula": "C2HFHgO",
  "method": "the ωB97M-V functional and the def2-TZVPD basis",
  "spin_multiplicity": 3,
  "homo_ev": [-8.18, -10.05],
  "homo_lumo_gap_ev": [8.243, 8.088],
  "species": ["H", "O", "C", "C", "F", "Hg"],
  "xyz": [[-0.8859, 1.2354, 0.4893], [-1.3563, -0.1313, -0.1707], [-0.2667, 0.5501, -0.3087], [0.9387, -0.1301, -0.1006], [1.9512, 0.6825, 0.3118], [-0.3809, -2.2066, -0.2212]],
  "nbo_charge": [0.265, -0.600, -0.004, 0.137, -0.331, 0.533]
}

***

(4)
{
  "formula": "CH4ClP",
  "method": "the ωB97M-V functional and the def2-TZVPD basis",
  "smiles": "C=P.Cl",
  "de_lowest_kcal_mol": 22.9,
  "homo_ev": -9.79,
  "homo_lumo_gap_ev": 10.130,
  "species": ["C", "P", "H", "H", "H", "Cl", "H"],
  "xyz": [[-1.5390, 0.1131, -0.6526], [-0.6181, -1.0345, 0.1215], [-1.6376, 0.0752, -1.7263], [-2.0618, 0.9147, -0.1603], [-0.7932, -0.5718, 1.4420], [3.0457, 0.0276, -0.0440], [3.6039, 0.4758, 1.0197]],
  "nbo_charge": [-0.796, 0.436, 0.211, 0.212, -0.065, -0.264, 0.266]
}

***

E: -19969.5615; -25957.4738; -11023.4143; -22911.6836 (eV)